Entry 1:
{"formula": "C3H2N2S2", "method": "ωB97M-V/def2-TZVPD", "orbital_gap_ev": 9.38, "total_energy_ev": -27791.141, "e_homo_ev": -10.1, "smiles": "N#CSCSC#N", "e_lumo_ev": -0.69, "max_force_ha_per_bohr": 0.2194, "de_lowest_kj_mol": 194.6, "elements": ["N", "C", "S", "C", "S", "C", "N", "H", "H"], "positions_angstrom": [[0.492, 3.213, 0.858], [-0.274, 2.411, 0.293], [-0.857, 1.019, -0.194], [0.784, 0.213, -0.805], [0.590, -1.672, -0.853], [-0.096, -1.991, 0.687], [-0.624, -2.430, 1.644], [1.047, 0.650, -1.836], [1.666, 0.515, 0.030]]}

=====

Entry 2:
{"formula": "C3H2N3O2", "method": "ωB97M-V/def2-TZVPD", "orbital_gap_ev": 8.03, "total_energy_ev": -11706.451, "e_homo_ev": -4.6, "e_lumo_ev": 3.47, "max_force_ha_per_bohr": 0.0573, "charge": -1, "de_lowest_kj_mol": 382.0, "elements": ["C", "C", "C", "N", "N", "N", "O", "O", "H", "H"], "positions_angstrom": [[-0.445, -0.534, 0.120], [-0.149, 0.927, 0.090], [-3.951, -0.051, 0.006], [-1.698, -0.764, 0.115], [-1.090, 1.711, -0.078], [-2.492, 0.149, 0.260], [-4.487, 1.032, -0.034], [-4.234, -1.211, -0.107], [0.307, -1.371, -0.073], [0.998, 1.008, 0.178]]}

=====

Entry 3:
{"formula": "C3H2N4", "method": "ωB97M-V/def2-TZVPD", "orbital_gap_ev": 10.21, "total_energy_ev": -9099.909, "e_homo_ev": -10.3, "smiles": "N#Cc1nc[nH]n1", "e_lumo_ev": -0.11, "max_force_ha_per_bohr": 0.2715, "de_lowest_kj_mol": 287.8, "elements": ["N", "C", "C", "N", "C", "N", "N", "H", "H"], "positions_angstrom": [[-2.835, -0.199, 0.179], [-1.686, 0.286, -0.163], [-0.325, 0.128, -0.127], [0.244, -1.112, -0.005], [1.613, -0.820, -0.033], [1.689, 0.457, 0.029], [0.514, 1.263, -0.019], [2.481, -1.395, 0.054], [2.622, 0.967, 0.597]]}